No. 1
Entry from the OMol25 dataset: the molecule C6H12O at a distorted geometry (ωB97M-V/def2-TZVPD).

The geometry in XYZ format:
```
19
Properties=species:S:1:pos:R:3:mulliken_charge:R:1
C -0.6275 -1.4317 1.1017 -0.498
O -1.0039 -2.6760 0.4902 -0.523
C 0.7347 -0.8772 0.6896 -0.571
C 0.7564 -0.4357 -0.7674 -0.444
C -0.3179 0.5976 -1.2562 -0.706
C -0.0583 2.4516 0.5058 -0.753
C -0.2407 1.9993 -0.7334 -0.025
H -1.3729 -0.6828 0.9157 0.337
H -0.5864 -1.6160 2.1733 0.292
H -0.2920 -3.1691 0.0846 0.322
H 0.9395 0.0374 1.2417 0.260
H 1.5361 -1.6418 0.8782 0.322
H 1.7605 -0.0817 -1.0385 0.315
H 0.5033 -1.2714 -1.4214 0.264
H -0.3211 0.6237 -2.3625 0.352
H -1.2533 0.1020 -1.0034 0.306
H -0.0684 1.7376 1.3357 0.234
H 0.2078 3.4985 0.6246 0.255
H -0.2957 2.8356 -1.4582 0.263
```

The charge is 0. Its LUMO energy is 0.98 eV. The HOMO-LUMO gap comes out at 0.389 hartree. As for the SMILES: C=CCCCCO. The electronic energy is -8462.704 eV. As for the relative energy (zero: lowest compared OMol25 entry of this formula, charge and spin): 1.650 eV.


No. 2
Entry from the OMol25 dataset: the molecule C6H12O at a distorted geometry (ωB97M-V/def2-TZVPD).

The geometry in XYZ format:
```
19
Properties=species:S:1:pos:R:3:mulliken_charge:R:1
C 0.4588 -2.2360 0.7054 -1.226
C -0.3210 -1.3955 -0.2933 -0.616
C 0.4999 -0.2390 -0.7908 0.220
C -0.2420 0.9136 -1.3916 -1.148
C 0.5271 1.0359 -0.0458 -0.350
C -0.2914 1.4591 1.1517 -0.419
O -0.8334 2.6869 0.7019 -0.554
H 1.4130 -2.5516 0.2681 0.326
H -0.1027 -3.1283 0.9915 0.367
H 0.6819 -1.6589 1.6110 0.283
H -1.2496 -1.0249 0.1627 0.324
H -0.6207 -1.9878 -1.1646 0.327
H 1.4255 -0.4927 -1.2950 0.514
H 0.1476 1.3992 -2.2824 0.335
H -1.3237 0.7495 -1.4475 0.363
H 1.4333 1.6389 -0.1076 0.361
H -1.0827 0.7462 1.4326 0.183
H 0.3267 1.6042 2.0524 0.305
H -0.8466 2.4811 -0.2589 0.405
```

The charge is 0. Its LUMO energy is 1.09 eV. The HOMO-LUMO gap comes out at 0.404 hartree. As for the SMILES: CC[C@H]1C[C@H]1CO. The electronic energy is -8462.758 eV. As for the relative energy (zero: lowest compared OMol25 entry of this formula, charge and spin): 1.596 eV.


Look up the LUMO of the first one. 0.98 eV


Number 1 is which compound? C6H12O